Density functional theory data (the ωB97M-V functional and the def2-TZVPD basis) for a molecular structure, C31H38BiN2P2Se2Si2Te2.

Each line ends with the Löwdin charge.
Cartesian coordinates (Å):
1 Bi -1.21 0.81 -1.99  1.230
2 C -0.66 -3.49 -3.55  -0.173
3 Si 0.49 -2.01 -3.65  0.290
4 C -0.03 -0.99 -5.12  -0.214
5 C 2.24 -2.62 -3.97  -0.177
6 N 0.40 -1.00 -2.26  -0.431
7 P 0.44 -1.35 -0.68  0.581
8 C -0.90 -0.65 0.05  -0.563
9 P -0.91 0.71 1.03  0.591
10 N -0.97 2.02 0.07  -0.428
11 Si -1.27 3.70 0.40  0.283
12 C -1.97 3.96 2.12  -0.177
13 C 0.29 4.73 0.35  -0.199
14 C -2.48 4.38 -0.83  -0.201
15 C 0.44 0.87 2.24  -0.289
16 C 1.44 1.81 2.04  -0.078
17 C 2.50 1.91 2.94  -0.080
18 C 2.56 1.08 4.04  -0.100
19 C 1.57 0.12 4.24  -0.091
20 C 0.52 0.01 3.34  -0.109
21 C -2.43 0.67 2.06  -0.279
22 C -3.61 0.32 1.40  -0.086
23 C -4.83 0.34 2.06  -0.085
24 C -4.89 0.69 3.41  -0.100
25 C -3.72 1.04 4.07  -0.092
26 C -2.50 1.03 3.40  -0.116
27 C 0.48 -3.16 -0.45  -0.299
28 C 1.60 -3.92 -0.79  -0.104
29 C 1.57 -5.31 -0.68  -0.090
30 C 0.42 -5.95 -0.24  -0.099
31 C -0.70 -5.20 0.11  -0.087
32 C -0.67 -3.81 0.01  -0.088
33 C 2.09 -0.86 -0.07  -0.285
34 C 2.61 -1.36 1.12  -0.096
35 C 3.85 -0.94 1.58  -0.095
36 C 4.58 -0.01 0.85  -0.100
37 C 4.07 0.50 -0.33  -0.080
38 C 2.83 0.07 -0.80  -0.090
39 H -1.02 -3.76 -4.56  0.026
40 H -0.19 -4.37 -3.11  0.018
41 H -1.54 -3.25 -2.95  0.030
42 H -0.08 -1.63 -6.01  0.033
43 H -1.02 -0.53 -5.00  0.014
44 H 0.67 -0.18 -5.33  -0.021
45 H 2.47 -2.61 -5.04  0.023
46 H 2.97 -1.98 -3.46  0.022
47 H 2.39 -3.65 -3.61  0.013
48 H -1.34 3.51 2.90  0.021
49 H -2.02 5.04 2.31  0.033
50 H -2.99 3.55 2.23  0.030
51 H 0.85 4.67 1.30  0.018
52 H 0.95 4.43 -0.47  -0.019
53 H 0.02 5.78 0.20  0.033
54 H -3.29 3.67 -1.04  0.003
55 H -2.93 5.31 -0.46  0.035
56 H -1.99 4.60 -1.79  -0.007
57 H 1.40 2.45 1.17  0.084
58 H 3.28 2.65 2.77  0.107
59 H 3.38 1.16 4.75  0.099
60 H 1.62 -0.55 5.09  0.100
61 H -0.23 -0.76 3.47  0.114
62 H -3.57 0.03 0.36  0.091
63 H -5.73 0.07 1.53  0.101
64 H -5.84 0.70 3.92  0.095
65 H -3.76 1.32 5.12  0.099
66 H -1.61 1.33 3.94  0.094
67 H 2.50 -3.43 -1.13  0.106
68 H 2.45 -5.89 -0.95  0.100
69 H 0.39 -7.03 -0.17  0.095
70 H -1.59 -5.69 0.46  0.098
71 H -1.52 -3.20 0.28  0.091
72 H 2.04 -2.09 1.70  0.112
73 H 4.25 -1.34 2.51  0.102
74 H 5.55 0.32 1.21  0.098
75 H 4.63 1.23 -0.91  0.103
76 H 2.42 0.46 -1.73  0.046
77 Se 0.66 2.61 -2.81  -0.220
78 Te 0.05 2.87 -5.26  0.088
79 Te -2.39 3.95 -5.06  -0.020
80 Se -3.57 2.11 -3.87  -0.483

## Properties
**Kohn-Sham gap**: 6.15 eV
**Total charge**: -1
**Highest occupied orbital energy**: -3.746 eV
**E_LUMO**: 2.402 eV
**Largest force on an atom**: 0.460 eV/A
**E_tot**: -8129.0778 Ha